Density functional theory data (ωB97M-V/def2-TZVPD) for a cluster of 2 separate species, C2H3Br2NO2 in total in a non-equilibrium geometry.

The geometry in XYZ format:
```
10
Properties=species:S:1:pos:R:3:forces:R:3
C 1.132 0.206 0.097 1.61 2.25 0.72
C -0.220 0.664 0.435 -0.67 1.16 1.67
N -1.410 0.449 -0.364 1.65 0.11 1.82
O -2.481 0.868 0.021 -0.12 -0.03 -0.49
O -1.159 -0.227 -1.329 -0.73 -0.83 -1.91
Br -0.523 1.677 1.962 0.18 -0.10 -0.12
Br 0.171 -4.184 -0.841 -0.01 0.04 0.00
H 0.951 -0.416 -0.745 0.79 -0.98 -0.61
H 1.783 1.144 -0.221 -1.32 -1.67 0.28
H 1.755 -0.179 0.984 -1.38 0.05 -1.36
```
Positions in Å, forces in eV/Å.

Output
- calculated total energy (a.u.) = -5431.06269
- energy relative to the best compared isomer or geometry (same formula, charge and spin) (eV) = 3.2121
- HOMO level (alpha / beta) (eV) = -10.8 / -9.1
- frontier orbital gap (alpha / beta) (eV) = 9.02 / 5.37
- 2S+1 = 1

---

Density functional theory data (ωB97M-V/def2-TZVPD) for a structure of composition C2H3Br4P in a non-equilibrium geometry.

The geometry in XYZ format:
```
10
Properties=species:S:1:pos:R:3:forces:R:3
C -1.295 0.279 -0.984 1.39 -2.07 2.60
C 0.068 -0.415 0.858 -1.68 0.62 -2.37
P 1.827 0.153 0.804 0.36 -0.96 -0.39
Br -0.599 0.616 2.309 -0.44 0.45 0.43
Br -0.169 -2.281 1.169 0.08 -0.01 -0.01
Br 2.650 -1.373 -0.680 -0.18 0.62 0.21
Br 1.674 2.009 -0.414 0.08 -0.01 0.01
H -0.666 1.114 -0.910 0.75 0.90 -1.13
H -2.199 0.452 -0.455 -0.80 -0.23 0.45
H -1.292 -0.554 -1.696 0.44 0.70 0.19
```
Positions in Å, forces in eV/Å.

Output
- calculated total energy (a.u.) = -10715.34388
- energy relative to the best compared isomer or geometry (same formula, charge and spin) (eV) = 3.1274
- HOMO level (alpha / beta) (eV) = -8.9 / -8.9
- frontier orbital gap (alpha / beta) (eV) = 7.88 / 7.88
- 2S+1 = 1

---

Density functional theory data (ωB97M-V/def2-TZVPD) for a structure of composition C2H3BrCl3N in a non-equilibrium geometry.

The geometry in XYZ format:
```
10
Properties=species:S:1:pos:R:3:forces:R:3
C 0.421 0.219 -0.792 0.55 -1.28 -5.05
C -0.206 -0.382 -2.318 -3.29 2.31 6.98
N -0.352 -0.242 0.215 -0.23 -0.57 3.26
Cl 0.666 2.009 -0.890 -0.02 0.06 -0.21
Cl -1.815 0.367 -2.603 0.11 0.02 0.02
Cl -0.371 -2.054 -1.995 0.16 -1.56 -0.54
Br 1.014 -0.278 -3.857 3.58 0.08 -4.23
H 1.470 -0.254 -0.892 -1.58 0.84 0.90
H 0.196 -0.117 1.074 -0.89 -0.38 -0.08
H -1.381 -0.161 0.387 1.61 0.48 -1.06
```
Positions in Å, forces in eV/Å.

Output
- calculated total energy (a.u.) = -4087.14154
- energy relative to the best compared isomer or geometry (same formula, charge and spin) (eV) = 0.0000
- HOMO level (alpha / beta) (eV) = -5.9 / -10.0
- frontier orbital gap (alpha / beta) (eV) = 6.58 / 5.73
- 2S+1 = 3

---

Density functional theory data (ωB97M-V/def2-TZVPD) for a structure of composition C2H3BrClN in a non-equilibrium geometry.

The geometry in XYZ format:
```
8
Properties=species:S:1:pos:R:3:forces:R:3
C -0.104 -0.042 -0.320 -0.68 2.71 -1.70
C -0.653 -1.306 1.356 2.11 0.03 -0.01
N 0.190 -0.150 0.989 -2.58 1.06 3.42
Cl -2.224 -1.537 0.788 -1.44 0.01 -0.22
Br 0.367 -2.866 1.406 0.26 -0.66 0.24
H 0.458 -0.702 -0.919 0.11 -0.64 -1.03
H -0.683 0.864 -0.705 0.96 -1.60 0.33
H -0.251 0.625 1.575 1.26 -0.91 -1.03
```
Positions in Å, forces in eV/Å.

Output
- calculated total energy (a.u.) = -3166.81699
- energy relative to the best compared isomer or geometry (same formula, charge and spin) (eV) = 2.9689
- HOMO level (alpha / beta) (eV) = -7.9 / -8.2
- frontier orbital gap (alpha / beta) (eV) = 7.53 / 8.58
- 2S+1 = 1

---

Density functional theory data (ωB97M-V/def2-TZVPD) for an isolated molecule of C2H3BrClNO2 in a non-equilibrium geometry.

The geometry in XYZ format:
```
10
Properties=species:S:1:pos:R:3:forces:R:3
O 1.394 -0.850 0.393 -2.30 -1.45 0.28
N 0.168 -0.858 0.272 1.65 1.09 0.26
C -0.606 -1.764 -0.331 4.63 2.00 -0.35
Cl 0.413 -2.550 -1.501 -1.10 -0.85 0.40
O -0.422 0.463 0.820 -2.96 -6.35 4.02
C -0.069 1.619 0.396 0.14 4.48 -3.32
Br 1.543 1.440 -0.638 1.12 2.36 -1.27
H -1.613 -1.910 -0.224 -2.24 0.16 0.06
H -0.856 1.945 -0.351 0.99 0.32 0.53
H 0.048 2.464 1.165 0.06 -1.76 -0.60
```
Positions in Å, forces in eV/Å.

Output
- calculated total energy (a.u.) = -3317.22242
- energy relative to the best compared isomer or geometry (same formula, charge and spin) (eV) = 3.5338
- HOMO level (alpha / beta) (eV) = -8.9 / -8.9
- frontier orbital gap (alpha / beta) (eV) = 8.34 / 8.34
- 2S+1 = 1

---

Density functional theory data (ωB97M-V/def2-TZVPD) for an isolated molecule of C2H3BrF2S in a non-equilibrium geometry.

The geometry in XYZ format:
```
9
Properties=species:S:1:pos:R:3:forces:R:3
F -1.606 -1.193 -1.416 -0.49 0.10 0.35
C -1.718 -0.756 -0.126 2.74 1.77 -0.94
F -1.763 -1.824 0.638 -0.38 -0.31 0.51
Br -3.323 0.323 0.065 0.31 -0.23 -0.02
C -0.315 0.097 0.138 -2.85 -3.35 -1.79
S 1.034 -0.935 0.441 1.99 -0.24 2.64
H -0.088 0.776 -0.612 -0.33 1.28 -1.54
H -0.348 0.538 1.047 -0.67 1.86 2.77
H 1.213 -1.750 -0.525 -0.31 -0.88 -1.98
```
Positions in Å, forces in eV/Å.

Output
- calculated total energy (a.u.) = -3249.91103
- energy relative to the best compared isomer or geometry (same formula, charge and spin) (eV) = 0.0069
- HOMO level (eV) = -9.5
- frontier orbital gap (eV) = 10.19
- 2S+1 = 1

---

Density functional theory data (ωB97M-V/def2-TZVPD) for a cluster of 2 separate species, C2H3BrFI in total in a non-equilibrium geometry.

The geometry in XYZ format:
```
8
Properties=species:S:1:pos:R:3:forces:R:3
C -0.403 0.570 0.081 2.27 0.31 -1.63
C -0.784 -0.560 -0.856 2.28 -0.51 1.15
F -2.004 -0.421 -1.313 -2.06 0.72 -1.19
Br -0.866 -2.083 0.334 0.17 -1.03 0.22
I 0.004 2.345 -1.069 -0.29 -0.76 0.92
H -0.715 0.619 1.106 -0.43 0.20 0.03
H 1.491 -0.109 0.963 -1.28 0.50 -0.75
H -0.082 -0.802 -1.715 -0.66 0.56 1.26
```
Positions in Å, forces in eV/Å.

Output
- calculated total energy (a.u.) = -3049.40918
- energy relative to the best compared isomer or geometry (same formula, charge and spin) (eV) = 4.1956
- HOMO level (alpha / beta) (eV) = -9.9 / -9.1
- frontier orbital gap (alpha / beta) (eV) = 8.84 / 8.32
- 2S+1 = 1

---

Density functional theory data (ωB97M-V/def2-TZVPD) for a structure of composition C2H3BrFNO in a non-equilibrium geometry.

The geometry in XYZ format:
```
9
Properties=species:S:1:pos:R:3:forces:R:3
C -0.782 -0.090 -0.257 0.60 -3.23 4.68
C -0.059 -0.884 1.389 -2.10 1.34 -1.79
N 0.181 0.163 -1.088 2.02 0.52 -2.83
O -1.950 -0.167 -0.424 -0.58 0.28 -0.17
F 0.765 -1.931 1.253 0.86 -0.33 -0.94
Br 0.841 0.544 2.263 0.35 0.41 0.45
H -0.871 -1.293 1.996 -0.33 0.81 -0.17
H 1.174 0.347 -0.931 -0.91 -0.41 0.64
H -0.059 -0.071 -2.049 0.10 0.63 0.13
```
Positions in Å, forces in eV/Å.

Output
- calculated total energy (a.u.) = -2881.83979
- energy relative to the best compared isomer or geometry (same formula, charge and spin) (eV) = 1.5768
- HOMO level (eV) = -9.3
- frontier orbital gap (eV) = 9.92
- 2S+1 = 1

---

Density functional theory data (ωB97M-V/def2-TZVPD) for a cluster of 2 separate species, C2H3BrFNO2 in total in a non-equilibrium geometry.

The geometry in XYZ format:
```
10
Properties=species:S:1:pos:R:3:forces:R:3
O 1.380 0.661 0.057 -2.68 0.35 -2.54
C 1.153 0.148 1.238 -1.14 -0.43 0.94
F 0.049 0.674 1.875 -0.98 -0.24 -0.58
Br 0.989 -1.817 1.233 -0.09 0.25 0.04
H 0.470 0.568 -0.457 2.42 0.16 0.77
H 1.868 0.460 1.898 2.67 -0.11 1.44
C -1.037 0.331 -1.663 -0.42 -0.88 0.42
N -1.584 -0.647 -1.305 0.34 0.17 -0.06
O -1.989 -1.685 -0.931 -0.08 -0.15 -0.02
H -1.298 1.307 -1.944 -0.04 0.87 -0.40
```
Positions in Å, forces in eV/Å.

Output
- calculated total energy (a.u.) = -2956.99746
- energy relative to the best compared isomer or geometry (same formula, charge and spin) (eV) = 0.3572
- HOMO level (eV) = -10.5
- frontier orbital gap (eV) = 10.64
- 2S+1 = 1

---

Density functional theory data (ωB97M-V/def2-TZVPD) for an isolated molecule of C2H3BrN2 in a non-equilibrium geometry.

The geometry in XYZ format:
```
8
Properties=species:S:1:pos:R:3:forces:R:3
C -0.070 0.057 -0.139 4.30 -1.97 -1.13
C -0.267 -0.453 -1.604 -0.61 -1.18 1.49
Br 0.223 -2.281 -2.180 -0.07 1.23 0.52
N -0.364 0.534 -2.600 2.02 1.65 -1.86
N -1.450 0.100 -2.339 -0.87 -1.23 1.26
H 0.908 0.682 -0.016 -1.60 -1.12 -0.54
H -0.027 -0.714 0.657 -0.39 0.34 -0.77
H -0.848 0.688 -0.074 -2.77 2.27 1.04
```
Positions in Å, forces in eV/Å.

Output
- calculated total energy (a.u.) = -2761.44048
- energy relative to the best compared isomer or geometry (same formula, charge and spin) (eV) = 0.4177
- HOMO level (eV) = -9.9
- frontier orbital gap (eV) = 10.22
- 2S+1 = 1